[1]
2 unconnected molecules or ions with the total composition C4H9NP in a non-equilibrium geometry. Source: the OMol25 dataset; level of theory: ωB97M-V/def2-TZVPD.

Structure (XYZ):
```
15
Properties=species:S:1:pos:R:3:lowdin_charge:R:1
C 0.74 0.21 -3.35 -0.4442
C 0.92 -0.76 1.00 -0.1338
C -0.54 -0.55 0.92 -0.2913
C 0.26 -0.13 -0.17 -0.2777
N -1.18 0.59 1.84 0.1904
P -0.01 -0.97 -2.51 0.9373
H 0.73 0.17 -4.38 -0.0510
H 1.30 1.13 -2.87 0.0652
H 1.58 -0.31 1.83 0.1423
H 1.39 -1.78 0.78 0.1349
H -1.31 -1.29 0.91 0.1374
H 0.43 0.90 -0.36 0.0603
H -0.67 1.56 2.00 0.2227
H -1.45 0.33 2.75 0.1229
H -2.18 0.90 1.62 0.1845
```

## Properties
- Frontier orbital gap: 8.8 eV
- Net charge: +1

***

[2]
C4H9NS in the gas phase in a non-equilibrium geometry. Source: the OMol25 dataset; level of theory: ωB97M-V/def2-TZVPD.

Structure (XYZ):
```
15
Properties=species:S:1:pos:R:3:lowdin_charge:R:1
C -2.08 -0.61 -0.16 -0.0879
N -0.95 0.05 0.45 -0.1690
C -0.51 1.28 -0.08 -0.1106
C 0.29 0.00 -0.17 -0.3865
C 1.53 -0.15 0.70 -0.5250
S 3.10 0.04 -0.18 0.6920
H -3.00 -0.13 0.17 0.0761
H -2.01 -0.43 -1.31 0.1055
H -2.05 -1.69 0.05 0.0861
H -0.82 1.69 -1.06 0.1181
H -0.21 1.98 0.66 0.0942
H 0.39 -0.40 -1.18 0.1299
H 1.54 -1.10 1.26 0.0803
H 1.58 0.68 1.41 0.0582
H 3.21 -1.22 -0.58 -0.1614
```

## Properties
- Frontier orbital gap: 10.0 eV
- SMILES: CN1C[C@H]1CS
- Net charge: 0

***

[3]
C4H9NS in the gas phase in a non-equilibrium geometry. Source: the OMol25 dataset; level of theory: ωB97M-V/def2-TZVPD.

Structure (XYZ):
```
15
Properties=species:S:1:pos:R:3:lowdin_charge:R:1
C 2.38 1.64 1.27 -0.1371
N 1.16 1.17 0.84 -0.3854
S 1.11 -0.50 1.04 0.7821
C -0.75 -0.98 0.72 -0.4071
C -1.52 -0.08 -0.32 -0.3009
C -0.79 -0.55 -1.64 -0.1618
H 3.26 1.01 1.04 0.0498
H 2.62 2.62 1.45 0.0142
H -1.15 -0.95 1.81 0.0757
H -0.71 -2.01 0.13 0.0952
H -1.54 1.03 -0.48 0.1156
H -2.50 -0.21 -0.18 0.0346
H 0.42 -0.23 -1.41 0.1005
H -0.60 -1.72 -1.83 0.0973
H -1.40 -0.23 -2.44 0.0272
```

## Properties
- Frontier orbital gap: 8.6 eV
- SMILES: C=NSCCC
- Net charge: 0

***

[4]
C4H9NS in the gas phase in a non-equilibrium geometry. Source: the OMol25 dataset; level of theory: ωB97M-V/def2-TZVPD.

Structure (XYZ):
```
15
Properties=species:S:1:pos:R:3:lowdin_charge:R:1
N 1.65 -0.64 0.46 -0.0459
C 0.77 -0.17 -0.68 -0.3552
C -0.58 -0.06 -0.14 -1.0127
S -1.25 -1.75 -0.05 0.7119
C -0.85 0.71 1.06 -0.0885
C -1.30 1.07 -0.51 -0.1064
H 1.99 -1.65 0.18 0.0876
H 2.41 0.00 0.09 0.0760
H 1.29 0.82 -0.81 0.1102
H 0.95 -0.56 -1.75 0.1439
H 0.09 -2.27 0.76 0.0377
H -0.18 1.44 1.78 0.1626
H -1.73 0.29 1.49 0.0433
H -2.45 1.00 -0.66 0.1212
H -0.80 1.78 -1.22 0.1144
```

## Properties
- Frontier orbital gap: 9.4 eV
- SMILES: NCC1(S)CC1
- Net charge: 0

***

[5]
A molecular structure, C4H9NS in a non-equilibrium geometry. Source: the OMol25 dataset; level of theory: ωB97M-V/def2-TZVPD.

Structure (XYZ):
```
15
Properties=species:S:1:pos:R:3:lowdin_charge:R:1
C 0.18 -1.61 0.31 -0.3942
C 0.39 -0.38 -0.57 -0.5697
C 1.52 0.55 -0.29 -0.3298
C 0.76 1.57 0.47 -0.4558
H -1.75 -0.86 0.30 -0.0204
H -1.34 -2.87 -0.44 0.2152
H 0.65 -1.45 1.41 0.1431
H 0.51 -2.66 -0.28 0.1472
H 0.41 -0.72 -1.53 0.0762
H 1.97 0.75 -1.27 0.1209
H 2.32 0.28 0.34 0.0941
H 0.88 1.66 1.54 0.0706
H 0.92 2.65 -0.23 0.1460
N -1.23 -1.80 0.41 -0.1371
S -0.82 0.94 -0.14 0.8938
```

## Properties
- Frontier orbital gap: 9.4 eV
- Net charge: 0

***

[6]
A molecular structure, C4H9NdO3 in a non-equilibrium geometry. Source: the OMol25 dataset; level of theory: ωB97M-V/def2-TZVPD.

Structure (XYZ):
```
17
Properties=species:S:1:pos:R:3:lowdin_charge:R:1
C -1.71 3.33 -0.50 -0.1012
O -1.68 2.09 -1.21 -0.3095
H -2.45 4.00 -0.94 0.1040
H -1.92 3.15 0.56 0.0927
H -0.71 3.77 -0.59 0.0907
O 0.47 -1.79 -1.45 -0.4932
C 1.21 -2.60 -0.56 -0.3214
C 0.68 -2.69 0.85 0.0508
O 0.80 -1.71 1.77 -0.0914
C 0.96 -0.32 1.33 -0.3062
Nd -0.09 0.18 -0.82 1.6495
H 2.27 -2.26 -0.51 0.1431
H 1.24 -3.65 -0.93 0.1280
H -2.43 2.01 -1.82 0.1044
H 0.76 -3.66 1.35 0.1498
H 2.05 -0.12 1.31 0.0640
H 0.57 0.28 2.17 0.0458
```

## Properties
- Frontier orbital gap (spin up / spin down): 4.5 / 7.7 eV
- Net charge: +1
- 2S+1: 5

***

[7]
2 unconnected molecules or ions with the total composition C4H9O in a non-equilibrium geometry. Source: the OMol25 dataset; level of theory: ωB97M-V/def2-TZVPD.

Structure (XYZ):
```
14
Properties=species:S:1:pos:R:3:lowdin_charge:R:1
C -2.01 0.41 0.91 -0.6429
O -2.43 1.62 1.18 -0.2984
C -2.11 -0.36 -0.47 -0.1278
C -0.77 0.33 0.08 -0.3020
C 0.28 -0.79 0.13 -0.1360
H -2.05 -0.33 1.80 0.1155
H 6.79 1.34 -1.17 -0.0024
H -2.88 0.16 -1.05 0.0654
H -2.35 -1.39 -0.25 0.0547
H 6.21 0.87 -1.08 0.0024
H -0.41 1.26 -0.34 0.1112
H 0.14 -1.54 0.91 0.0567
H 1.30 -0.40 0.29 0.0431
H 0.28 -1.18 -0.92 0.0607
```

## Properties
- Frontier orbital gap: 5.8 eV
- Net charge: -1

***

[8]
2 unconnected molecules or ions with the total composition C4H9O2 in a non-equilibrium geometry. Source: the OMol25 dataset; level of theory: ωB97M-V/def2-TZVPD.

Structure (XYZ):
```
15
Properties=species:S:1:pos:R:3:lowdin_charge:R:1
C 2.19 -1.99 -1.41 -0.2000
C 1.30 -1.49 -2.54 -0.1763
H 2.42 -1.27 -0.64 0.0493
H 1.76 -2.79 -0.91 0.0353
H 3.16 -2.32 -1.79 0.0530
H 1.23 -2.37 -3.35 0.0914
H 1.36 -0.52 -2.96 0.0308
H 0.21 -1.55 -2.02 0.1070
C 0.31 1.33 0.98 -0.0574
C -1.23 0.94 1.15 -0.8176
O -1.98 1.54 0.35 -0.1218
O -1.43 0.21 2.12 -0.1016
H 0.71 1.76 1.85 0.0161
H 0.18 2.02 0.17 0.0318
H 0.82 0.34 0.80 0.0601
```

## Properties
- Frontier orbital gap: 7.1 eV
- Net charge: -1

***

[9]
2 unconnected molecules or ions with the total composition C4H9O2 in a non-equilibrium geometry. Source: the OMol25 dataset; level of theory: ωB97M-V/def2-TZVPD.

Structure (XYZ):
```
15
Properties=species:S:1:pos:R:3:lowdin_charge:R:1
C 1.42 -0.04 -1.48 -0.0798
C 1.29 0.61 -0.14 -0.8068
O 2.36 1.21 0.15 -0.1203
O 0.51 0.07 0.67 -0.0995
H 2.04 -0.96 -1.39 0.0764
H 2.00 0.61 -2.16 0.0609
H 0.43 -0.32 -1.84 0.0413
C -2.34 -0.09 -0.01 -0.2050
C -2.50 -1.30 0.94 -0.2322
H -1.35 -0.17 -0.42 0.0063
H -3.05 -0.11 -0.88 0.0544
H -2.66 0.73 0.73 0.0862
H -2.93 -2.15 0.29 0.0449
H -3.18 -1.15 1.89 0.0654
H -1.45 -1.70 1.45 0.1080
```

## Properties
- Frontier orbital gap: 7.8 eV
- Net charge: -1

***

[10]
2 unconnected molecules or ions with the total composition C4H9O2 in a non-equilibrium geometry. Source: the OMol25 dataset; level of theory: ωB97M-V/def2-TZVPD.

Structure (XYZ):
```
15
Properties=species:S:1:pos:R:3:lowdin_charge:R:1
C 0.78 0.49 0.51 -0.1589
C 2.15 1.17 1.04 -0.1552
H 0.25 -0.36 1.10 0.0829
H -0.07 1.21 0.20 0.0708
H 0.97 0.13 -0.59 0.0576
H 2.61 1.84 0.39 0.0230
H 2.92 0.60 1.51 0.0299
H 1.76 1.73 1.88 0.0361
C -1.08 -1.49 -1.00 -0.0727
C -2.15 -0.29 -0.67 -0.8102
O -3.19 -0.71 -0.13 -0.1137
O -2.02 0.86 -1.12 -0.1139
H -0.18 -1.12 -1.45 0.0089
H -1.70 -2.07 -1.69 0.0441
H -1.06 -1.99 0.03 0.0713
```

## Properties
- Frontier orbital gap: 7.5 eV
- Net charge: -1

***

[11]
A molecular structure, C4H9O2 in a non-equilibrium geometry. Source: the OMol25 dataset; level of theory: ωB97M-V/def2-TZVPD.

Structure (XYZ):
```
15
Properties=species:S:1:pos:R:3:lowdin_charge:R:1
C -0.08 0.05 0.93 -0.1381
C -0.35 -0.93 -0.17 -0.1781
C -1.75 -0.49 -0.80 -0.5417
O -2.82 -0.69 -0.05 -0.3343
C 0.29 1.34 0.57 0.0166
O 2.59 0.08 -0.13 -0.4912
H 1.19 0.49 0.91 0.1398
H -0.24 -0.39 1.91 0.1380
H -0.30 -1.96 0.16 0.1014
H 0.50 -0.81 -0.85 0.0948
H -1.57 0.61 -1.02 0.0808
H -1.78 -1.05 -1.76 0.0757
H 0.36 2.14 1.29 0.0940
H 0.53 1.65 -0.43 0.0964
H 3.43 -0.04 -0.56 -0.1542
```

## Properties
- Frontier orbital gap: 6.9 eV
- Net charge: -1

***

[12]
A gas-phase ion, C4H9O2 (charge -1) in a non-equilibrium geometry. Source: the OMol25 dataset; level of theory: ωB97M-V/def2-TZVPD.

Structure (XYZ):
```
15
Properties=species:S:1:pos:R:3:lowdin_charge:R:1
C 1.54 -1.20 -0.58 -0.0748
C 0.65 -0.10 0.05 -0.4504
O 1.21 1.13 -0.45 -0.0968
C -0.90 -0.10 -0.16 -0.1984
C -1.51 0.88 0.83 -0.5499
O -1.21 2.16 0.55 -0.3329
H 1.10 -2.22 -0.56 0.0666
H 1.70 -0.90 -1.62 0.0623
H 2.52 -1.19 -0.12 0.0504
H 0.71 -0.23 1.14 0.1144
H 0.38 1.68 -0.43 0.0538
H -1.00 0.10 -1.23 0.1060
H -1.29 -1.12 -0.13 0.0912
H -1.30 0.46 1.89 0.0898
H -2.62 0.66 0.83 0.0688
```

## Properties
- Frontier orbital gap: 6.9 eV
- SMILES: C[C@@H](O)CC[O-]
- Net charge: -1

***

[13]
2 unconnected molecules or ions with the total composition C4H9O2 in a non-equilibrium geometry. Source: the OMol25 dataset; level of theory: ωB97M-V/def2-TZVPD.

Structure (XYZ):
```
15
Properties=species:S:1:pos:R:3:lowdin_charge:R:1
C 1.97 1.15 0.50 -0.1888
C 1.58 -0.31 0.43 -0.1641
H 1.26 1.82 1.00 0.0631
H 2.92 1.31 1.00 0.0383
H 2.16 1.57 -0.51 0.0623
H 2.45 -0.81 0.84 0.0507
H 1.48 -0.74 -0.60 0.0672
H 0.56 -0.44 0.85 0.0557
C -2.00 -0.75 -1.09 -0.0781
C -2.00 -0.19 0.32 -0.8309
O -2.31 1.01 0.44 -0.1090
O -1.95 -1.10 1.20 -0.1266
H -2.10 0.04 -1.88 0.0589
H -2.94 -1.23 -1.34 0.0495
H -1.07 -1.34 -1.17 0.0518
```

## Properties
- Frontier orbital gap: 7.9 eV
- Net charge: -1

***

[14]
2 unconnected molecules or ions with the total composition C4H9O2 in a non-equilibrium geometry. Source: the OMol25 dataset; level of theory: ωB97M-V/def2-TZVPD.

Structure (XYZ):
```
15
Properties=species:S:1:pos:R:3:lowdin_charge:R:1
C -3.16 -0.95 0.12 0.0199
C 0.60 0.72 0.92 0.0011
C 2.38 0.33 -0.91 0.0760
C 1.01 0.18 -0.35 -0.3013
O 0.12 -0.49 -0.98 0.1441
O -2.08 -0.42 0.16 -0.0069
H -3.09 -2.07 -0.05 0.1315
H -4.19 -0.38 0.22 0.1619
H 0.79 0.09 1.71 0.0870
H 1.21 1.52 1.44 0.1380
H -0.57 1.00 1.02 0.1534
H 2.28 1.22 -1.39 0.0993
H 2.58 -0.57 -1.33 0.0796
H 3.04 0.35 -0.07 0.1061
H -0.92 -0.52 -0.51 0.1103
```

## Properties
- Frontier orbital gap: 11.4 eV
- Net charge: +1

***

[15]
2 unconnected molecules or ions with the total composition C4H9O2P in a non-equilibrium geometry. Source: the OMol25 dataset; level of theory: ωB97M-V/def2-TZVPD.

Structure (XYZ):
```
16
Properties=species:S:1:pos:R:3:lowdin_charge:R:1
C -2.87 -0.03 -0.01 0.0173
C -1.74 -0.38 0.50 -0.2638
C 2.36 -0.24 -0.64 -0.5023
C -0.46 -0.10 -0.22 -0.3200
O 3.02 0.81 0.04 -0.1463
O 0.21 1.51 0.77 -0.2603
P 1.05 -0.90 0.49 0.9123
H -3.77 -0.28 0.50 0.0502
H -3.03 0.61 -0.99 0.1287
H -1.52 -1.08 1.31 0.0968
H 1.76 0.13 -1.57 0.1009
H 3.14 -1.12 -0.75 0.1162
H -0.49 0.46 -1.11 0.0702
H 2.33 1.30 0.51 0.0310
H -0.52 1.52 1.36 -0.0271
H 0.52 -2.21 -0.18 -0.0038
```

## Properties
- Frontier orbital gap: 8.9 eV
- Net charge: 0

***

[16]
C4H9O2P in the gas phase in a non-equilibrium geometry. Source: the OMol25 dataset; level of theory: ωB97M-V/def2-TZVPD.

Structure (XYZ):
```
16
Properties=species:S:1:pos:R:3:lowdin_charge:R:1
C 1.24 -1.34 0.17 -0.1379
C 0.19 -0.61 -0.62 -0.6513
C -1.18 -1.00 -0.18 -0.1382
P 0.55 1.20 -0.95 1.0590
O 0.33 1.63 0.74 -0.2682
C -0.73 2.35 0.90 -0.4605
O -1.45 2.67 -0.05 -0.0325
H 2.20 -1.31 -0.45 0.0942
H 1.01 -2.30 0.42 0.0368
H 1.40 -0.73 1.10 0.0881
H 0.36 -0.89 -1.68 0.0900
H -1.99 -0.44 -0.83 0.1178
H -1.29 -0.80 0.84 0.0454
H -1.58 -2.03 -0.41 0.0906
H 1.88 0.92 -0.87 -0.0643
H -0.93 2.67 1.90 0.1309
```

## Properties
- Frontier orbital gap: 10.5 eV
- SMILES: CC(C)POC=O
- Net charge: 0

***

Per-record energy above the lowest of the compared OMol25 structures with the same formula, charge and spin, kcal/mol: 98.8; 40.6; 101.5; 100.2; 110.3; 74.0; 50.9; 25.3; 36.9; 32.7; 136.2; 48.2; 18.2; 28.4; 134.7; 50.9